{
  "formula": "C6H10O",
  "method": "the ωB97M-V functional and the def2-TZVPD basis",
  "species": ["H", "H", "H", "C", "H", "C", "H", "C", "C", "H", "H", "O", "C", "C", "H", "H", "H"],
  "xyz": [[-2.101, -1.234, -0.045], [-0.374, 2.713, -0.415], [1.052, -1.276, 1.817], [-0.075, 1.678, -0.321], [0.291, -2.362, -0.385], [0.206, -1.260, -0.532], [2.090, 1.864, -0.701], [1.195, 1.220, -0.388], [-1.512, 0.880, 0.061], [-2.288, 1.049, -0.723], [0.244, -1.104, -1.626], [1.817, -1.030, 1.272], [1.435, -0.541, -0.006], [-1.247, -0.621, 0.276], [-1.098, -0.765, 1.360], [-1.968, 1.386, 0.950], [2.333, -0.597, -0.595]],
  "lowdin_charge": [0.084, 0.065, 0.083, -0.104, 0.103, -0.104, 0.099, -0.002, -0.179, 0.095, 0.102, -0.047, -0.338, -0.142, 0.082, 0.099, 0.103],
  "charge": 0,
  "energy_ha": -309.74830,
  "lumo_energy_ev": 0.964,
  "relative_energy_ev": 2.5598,
  "smiles": "O[C@@H]1C=CCCC1"
}

{
  "formula": "C15H15N5O2S",
  "method": "the ωB97M-V functional and the def2-TZVPD basis",
  "species": ["N", "C", "C", "N", "C", "C", "H", "H", "N", "H", "H", "C", "S", "C", "H", "C", "H", "C", "N", "N", "H", "O", "H", "H", "C", "H", "O", "C", "C", "H", "H", "H", "H", "C", "C", "C", "C", "H"],
  "xyz": [[-4.416, 2.152, 0.471], [3.184, -0.663, 0.351], [2.222, -0.924, 1.325], [-0.725, -1.606, -0.611], [1.573, -1.021, -1.434], [2.851, -0.713, -1.009], [-5.892, 0.392, 0.058], [-2.885, -1.409, -1.189], [-4.959, 0.018, -0.088], [6.376, -0.114, 0.573], [4.431, 1.588, -1.074], [0.949, -1.231, 0.896], [-2.803, -2.111, 1.056], [-1.810, 1.604, 0.000], [-1.423, 3.652, 0.563], [5.342, 1.446, -0.498], [3.601, -0.516, -1.758], [-1.167, -1.734, 0.604], [-0.215, -1.526, 1.565], [-2.706, 0.648, -0.169], [5.311, 2.110, 0.362], [4.427, -0.388, 0.843], [5.539, -0.685, -0.883], [2.494, -0.887, 2.367], [5.470, -0.001, -0.028], [-3.736, -2.985, -0.978], [-5.973, -1.890, -0.645], [-3.972, 0.957, 0.076], [-2.157, 2.878, 0.421], [-0.351, -1.594, 2.559], [6.196, 1.707, -1.117], [-3.892, 4.056, 0.967], [1.331, -1.058, -2.484], [0.605, -1.283, -0.477], [-4.932, -1.308, -0.457], [-3.591, -1.979, -0.585], [-3.511, 3.096, 0.643], [-0.787, 1.321, -0.215]],
  "lowdin_charge": [0.130, -0.270, 0.059, 0.113, -0.007, -0.033, 0.159, 0.062, 0.158, 0.122, 0.066, -0.198, 0.994, -0.101, 0.097, -0.066, 0.100, -0.685, 0.118, 0.113, 0.078, -0.060, 0.115, 0.122, -0.253, 0.091, 0.084, -0.376, -0.043, 0.153, 0.076, 0.109, 0.113, -0.249, -0.527, -0.350, -0.126, 0.112],
  "charge": 0,
  "energy_ha": -1403.09288,
  "lumo_energy_ev": 0.498,
  "relative_energy_ev": 0.0000,
  "smiles": "CCOc1ccc2nc(SCC(=O)Nc3ncccn3)[nH]c2c1"
}

{
  "formula": "C27H26NO19P",
  "method": "the ωB97M-V functional and the def2-TZVPD basis",
  "species": ["C", "H", "C", "H", "C", "H", "O", "C", "H", "C", "C", "O", "C", "O", "C", "C", "C", "P", "H", "O", "O", "C", "C", "C", "C", "H", "H", "O", "O", "O", "H", "O", "H", "H", "H", "H", "C", "H", "C", "N", "H", "C", "H", "H", "H", "C", "O", "O", "C", "O", "O", "C", "H", "O", "C", "H", "H", "H", "C", "C", "C", "H", "O", "C", "H", "C", "O", "O", "O", "C", "H", "H", "O", "H"],
  "xyz": [[7.628, -0.329, -4.530], [-1.122, 1.529, 3.077], [-7.834, 2.985, 5.475], [-9.863, 1.216, 8.744], [-3.026, 0.493, 3.313], [-5.300, 0.106, 3.466], [1.382, -0.906, 0.899], [5.497, 0.803, -3.847], [6.683, 1.208, -1.992], [-8.704, 3.170, 6.612], [4.203, 0.842, 0.530], [-0.688, 0.570, -4.061], [-1.580, 0.579, 3.316], [5.074, -0.570, -7.188], [-8.515, 0.702, 7.036], [0.010, -2.873, -4.994], [-7.332, 1.588, 5.157], [1.552, 0.058, -0.439], [4.650, 1.532, 1.263], [0.366, -3.976, -4.614], [-9.813, 2.136, 8.412], [-2.965, -1.935, 3.938], [-0.326, -2.763, -6.474], [6.932, 0.362, -3.617], [-9.028, 2.098, 7.350], [3.483, 2.215, -1.538], [-9.064, 4.165, 6.831], [-0.165, -3.902, -7.126], [4.220, -0.461, 1.062], [4.973, 1.411, -2.928], [4.816, 0.886, -0.381], [2.524, -0.941, -1.299], [-1.011, 1.236, -4.699], [2.773, -1.730, -0.792], [0.673, -1.510, 3.842], [3.832, 0.800, -5.247], [2.793, 1.321, 0.183], [-7.292, -0.480, 5.667], [5.504, -0.843, 1.486], [2.794, 2.391, -0.816], [2.331, 1.724, 1.094], [4.853, 0.482, -5.094], [1.225, -0.377, 1.698], [5.807, -0.307, 2.394], [5.478, -1.910, 1.696], [6.982, -0.662, -5.779], [-5.001, -0.812, 3.637], [-1.252, 0.645, -6.588], [-0.876, -0.448, -6.203], [7.497, -1.289, -6.687], [-7.456, 3.869, 4.728], [-0.110, -1.702, -4.165], [0.137, -1.771, -3.115], [0.453, -0.577, 3.630], [-0.873, -0.521, 3.604], [8.648, -0.649, -4.373], [2.981, 3.296, -0.406], [5.796, -1.062, -7.632], [-0.530, -0.557, -4.729], [-0.741, -1.619, -7.039], [5.549, -0.210, -6.011], [6.256, -0.657, 0.708], [7.408, 0.725, -2.437], [-7.651, 0.514, 5.891], [0.137, -4.548, -6.454], [-1.526, -1.851, 3.930], [-0.764, -2.771, 4.170], [-8.875, -0.183, 7.790], [-3.767, 1.420, 3.048], [-3.682, -0.835, 3.655], [-3.425, -2.884, 4.176], [-0.982, -1.537, -8.089], [-6.550, 1.551, 4.088], [-6.463, 2.472, 3.764]],
  "lowdin_charge": [0.073, 0.136, -0.308, 0.121, -0.301, 0.088, -0.310, -0.293, 0.109, 0.073, -0.237, 0.115, 0.077, 0.123, -0.306, -0.310, -0.214, 0.871, 0.127, 0.098, 0.120, 0.074, -0.233, -0.226, -0.232, 0.031, 0.136, 0.114, -0.213, 0.077, 0.099, -0.298, 0.121, 0.060, 0.127, 0.137, -0.494, 0.135, -0.106, -0.004, 0.110, 0.078, 0.016, 0.089, 0.090, -0.308, 0.111, 0.099, -0.314, 0.105, 0.110, 0.073, 0.124, 0.083, -0.230, 0.136, 0.067, 0.121, -0.231, 0.068, -0.229, 0.086, 0.115, 0.080, 0.118, -0.309, 0.106, 0.107, 0.110, -0.224, 0.136, 0.134, 0.087, 0.129],
  "charge": 0,
  "energy_ha": -2870.14181,
  "lumo_energy_ev": -1.598,
  "relative_energy_ev": 0.7357,
  "smiles": "O=C1C=C(O)C(=O)C=C1O.O=C1C=C(O)C(=O)C=C1O.O=C1C=C(O)C(=O)C=C1O.O=C1C=C(O)C(=O)C=C1O.COC[C@@H](N)P(O)O"
}

{
  "formula": "C4H4O",
  "method": "the ωB97M-V functional and the def2-TZVPD basis",
  "species": ["H", "C", "H", "C", "O", "C", "H", "H", "C"],
  "xyz": [[1.474, -1.469, 0.809], [0.770, 0.592, 0.274], [1.545, 1.285, 0.587], [-0.473, 1.013, -0.409], [-0.325, -1.262, -0.196], [0.779, -0.757, 0.396], [-0.442, 1.319, 0.722], [-1.985, -0.530, -1.132], [-1.070, -0.220, -0.632]],
  "lowdin_charge": [0.122, -0.156, 0.112, -0.103, 0.007, -0.123, 0.149, 0.120, -0.127],
  "charge": 0,
  "energy_ha": -229.90934,
  "lumo_energy_ev": 0.812,
  "relative_energy_ev": 3.2277,
  "smiles": "c1ccoc1"
}

{
  "formula": "C4H13NOS",
  "method": "the ωB97M-V functional and the def2-TZVPD basis",
  "species": ["H", "N", "H", "C", "C", "C", "H", "H", "H", "H", "C", "O", "H", "S", "H", "H", "H", "H", "H", "H"],
  "xyz": [[0.681, -0.055, -1.600], [-0.290, 0.991, 1.371], [1.749, 1.020, 1.892], [1.377, 2.674, 0.602], [0.824, -0.263, -0.555], [0.920, 1.705, 1.696], [0.683, 3.520, 0.559], [-0.688, 0.522, 2.173], [-1.227, 0.397, -0.415], [0.204, -2.350, -1.350], [-0.425, 0.063, 0.256], [-3.865, -4.349, -2.388], [0.732, 2.271, 2.591], [1.252, -2.082, -0.568], [1.323, 2.266, -0.384], [-3.157, -3.753, -2.092], [1.740, 0.199, -0.223], [-0.789, -0.888, 0.603], [-3.409, -4.934, -3.007], [2.367, 3.047, 0.840]],
  "lowdin_charge": [0.054, -0.086, 0.100, -0.091, -0.526, -0.297, 0.076, 0.104, 0.107, -0.165, -0.291, -0.066, 0.105, 0.675, 0.046, 0.032, 0.039, 0.076, 0.034, 0.073],
  "charge": 0,
  "energy_ha": -688.34205,
  "lumo_energy_ev": 0.393,
  "relative_energy_ev": 1.2700,
  "smiles": "CCNCCS.O"
}

{
  "formula": "C28H40BBrClIO5",
  "method": "the ωB97M-V functional and the def2-TZVPD basis",
  "species": ["B", "H", "H", "H", "C", "O", "H", "H", "O", "H", "H", "H", "H", "C", "H", "C", "H", "C", "H", "H", "C", "C", "O", "C", "H", "O", "C", "C", "H", "H", "Br", "H", "H", "H", "H", "C", "H", "H", "C", "C", "C", "C", "O", "H", "H", "C", "Cl", "H", "I", "H", "H", "H", "C", "H", "C", "H", "H", "H", "C", "C", "H", "C", "C", "C", "H", "C", "H", "H", "H", "H", "H", "C", "C", "C", "H", "C", "C"],
  "xyz": [[5.067, -4.090, -1.604], [-2.967, 2.525, -0.970], [-0.758, 1.870, -1.377], [-8.969, 0.384, -1.173], [5.870, 1.653, -1.098], [0.178, -2.123, -2.058], [0.637, 6.908, 1.280], [-4.201, 1.043, -2.484], [5.399, -0.986, -3.010], [7.840, 0.512, -0.790], [-0.653, -0.993, 0.143], [8.055, -4.881, 1.832], [-8.758, -0.023, 3.431], [6.961, -5.221, 1.572], [-10.267, -1.523, -0.130], [4.271, 1.328, -0.764], [-0.821, 0.564, 1.193], [0.647, 4.613, 0.674], [-0.389, 2.696, 1.355], [-6.752, 1.632, -1.859], [1.075, 0.624, -0.159], [-9.512, -0.874, 3.157], [5.711, -4.726, -2.789], [-2.872, 1.382, -0.643], [1.446, 4.730, -0.184], [-10.094, -0.572, 1.835], [0.733, 3.101, 1.303], [1.699, 2.066, 0.413], [6.246, -4.429, 2.105], [7.857, 2.985, 0.304], [4.159, 4.109, 0.787], [6.110, 2.818, -0.994], [6.163, 1.385, -2.218], [-1.382, 0.185, -2.070], [6.705, 2.289, 1.673], [7.552, 2.012, 0.906], [-3.496, -0.539, -1.701], [-5.266, 1.056, 0.343], [3.967, -2.831, -1.739], [2.515, -3.178, -1.468], [-1.377, 0.887, -1.105], [4.436, -1.268, -2.107], [5.312, -4.544, -0.191], [-6.721, -0.292, -2.262], [-0.422, 4.758, 0.165], [6.915, 0.850, -0.115], [9.096, 1.321, 1.667], [-9.616, -2.641, 1.251], [1.402, 3.090, 3.433], [-3.041, 1.371, 0.521], [-7.664, -2.007, -0.340], [-7.398, -1.028, 1.273], [-8.025, 0.344, -0.462], [0.027, 5.777, 2.663], [6.641, -5.169, -0.068], [-8.937, -1.897, 3.188], [7.516, -4.571, -0.568], [6.645, -6.307, -0.415], [-3.998, 0.496, -1.470], [-0.510, 0.176, 0.129], [-10.337, -0.900, 3.994], [-6.702, 0.529, -1.415], [-5.327, 0.256, -0.539], [0.806, 5.829, 1.761], [6.757, -6.295, 2.002], [3.306, 2.392, 0.093], [-8.149, 1.222, 0.305], [5.062, -5.433, -3.136], [6.446, -0.041, 0.480], [1.888, 5.886, 2.261], [2.221, -4.279, -1.177], [3.581, -0.090, -1.283], [1.976, -0.466, -1.001], [-8.069, -1.108, 0.313], [-5.263, -0.857, -0.139], [1.399, -1.935, -1.552], [-9.584, -1.532, 0.824]],
  "lowdin_charge": [-0.354, 0.115, 0.111, 0.114, -0.197, -0.041, 0.087, 0.117, -0.027, 0.117, 0.114, 0.077, 0.096, -0.099, 0.126, -0.070, 0.103, -0.308, 0.080, 0.123, -0.033, -0.134, 0.033, -0.218, 0.088, -0.256, -0.647, -0.139, 0.093, 0.090, 0.610, 0.085, 0.120, 0.122, 0.079, -0.582, 0.108, 0.117, 0.032, 0.070, -0.198, -0.147, -0.056, 0.120, 0.121, -0.246, 0.438, 0.127, 0.749, 0.105, 0.124, 0.104, -0.219, 0.068, -0.230, 0.097, 0.135, 0.138, -0.218, -0.159, 0.099, -0.222, -0.220, -0.233, 0.077, -0.408, 0.119, 0.138, 0.122, 0.045, 0.135, 0.030, 0.028, -0.193, 0.117, -0.188, -0.222],
  "charge": 0,
  "energy_ha": -4823.16836,
  "lumo_energy_ev": -1.882,
  "smiles": "CCOB(O)C1=CC(=O)c2c(CCCCCCCCCOC)c([C@@H](I)CC)c(Br)c(CCCCl)c2C1=O"
}

Orbital gap (eV)
10.29 8.23 6.58 9.74 8.87 6.93
Maximum force (eV/A)
2.6 0.9 0.5 2.5 1.4 8.6